# 1
The following is a quantum chemistry calculation of C25H24N7O4S2SbSe4Ti as an isolated structure, from the Open Molecules 2025 dataset.

electronic energy: -13143.40764 Eh
F_max: 3.357 eV/A
molar mass: 1036.1 g/mol
ΔE to the lowest compared entry with this formula, charge and spin: 280.02 kJ/mol

Geometry as ORCA input:
```
! RIJCOSX wB97M-V def2-TZVPD def2/J DEFGRID3
* xyz -2 1
Ti -0.055 -0.959 0.921
C 0.505 4.309 -1.763
C -0.634 4.372 -0.974
C -0.969 3.330 -0.131
C -0.183 2.163 -0.056
C 0.976 2.125 -0.850
C 1.305 3.178 -1.685
N -0.550 1.088 0.768
N -1.640 1.377 1.481
C -2.180 0.423 2.254
C -3.331 0.773 3.003
C -3.970 -0.185 3.742
C -3.471 -1.493 3.738
C -2.325 -1.756 3.018
N -1.676 -0.832 2.314
H 0.766 5.124 -2.428
H -1.275 5.246 -1.015
H -1.851 3.388 0.486
H 1.623 1.265 -0.845
H 2.202 3.109 -2.289
H -3.669 1.799 2.954
H -4.856 0.064 4.315
H -3.948 -2.285 4.295
H -1.898 -2.756 3.044
Se 3.588 -3.924 2.581
Sb 1.241 -3.296 2.392
Se 0.872 -1.085 3.572
Se 0.643 -3.095 -0.073
Se -0.195 -4.968 3.435
N 6.973 0.450 1.291
C 5.925 1.339 1.387
O 6.129 2.528 1.548
C 4.580 0.753 1.236
C 4.331 -0.495 0.681
C 3.036 -0.951 0.558
N 1.940 -0.295 0.974
C 2.209 0.888 1.590
C 3.456 1.440 1.698
H 7.860 0.822 1.587
H 6.799 -0.511 1.540
H 5.126 -1.137 0.328
H 2.892 -1.942 0.149
H 1.373 1.401 2.033
H 3.585 2.396 2.186
N 1.843 -1.097 -2.587
C 0.610 -0.589 -2.832
N -0.192 -0.119 -1.944
C -1.370 0.330 -2.530
C -2.499 0.811 -1.874
C -3.615 1.169 -2.608
C -3.631 1.072 -3.995
C -2.519 0.605 -4.673
C -1.407 0.239 -3.934
S 0.078 -0.452 -4.513
H 1.963 -1.476 -1.656
H 2.229 -1.682 -3.308
H -2.530 0.862 -0.798
H -4.499 1.510 -2.084
H -4.523 1.341 -4.547
H -2.521 0.505 -5.751
C -2.455 -4.107 -0.264
S -2.199 -2.503 -1.064
O -1.260 -2.704 -2.150
O -3.514 -2.094 -1.506
O -1.697 -1.569 0.009
H -1.903 -4.846 -0.835
H -3.527 -4.284 -0.320
H -2.120 -4.106 0.771
*
```

***

# 2
The following is a quantum chemistry calculation of a 5-piece molecular cluster, C26H41FN6O2S overall, from the Open Molecules 2025 dataset.

electronic energy: -1991.74395 Eh
F_max: 10.191 eV/A
molar mass: 520.7 g/mol
structure (SMILES): NCCC[C@@]1(CCCS)OC(=O)[C@H](CCCCn2cccc2)[C@@H]1F.CC#N.CC#N.CC#N.CC#N

Geometry as ORCA input:
```
! RIJCOSX wB97M-V def2-TZVPD def2/J DEFGRID3
* xyz 0 1
N 3.953 -2.157 -0.303
C 2.593 -2.747 0.123
C 1.858 -1.705 1.153
C 0.220 -1.742 1.135
C -0.463 -1.716 -0.354
C -0.754 -3.257 -0.832
C -2.219 -3.856 -0.408
C -2.360 -4.174 1.227
S -3.150 -2.779 2.197
O -1.812 -1.058 -0.325
C -2.112 -0.412 -1.646
O -3.186 -0.605 -2.426
C -0.759 0.497 -1.844
C -0.322 1.015 -3.336
C -0.988 2.438 -3.804
C -1.499 3.405 -2.583
C -0.297 3.901 -1.584
N -0.306 5.391 -1.275
C -1.444 6.381 -1.160
C -0.752 7.832 -0.746
C 0.897 7.595 -0.647
C 1.076 6.007 -1.015
C 0.328 -0.703 -1.424
F 0.933 -1.394 -2.610
H 4.279 -1.441 0.383
H 3.776 -1.727 -1.252
H 2.876 -3.758 0.690
H 2.017 -2.949 -0.878
H 2.205 -2.015 2.250
H 2.318 -0.617 0.990
H -0.141 -0.745 1.684
H -0.119 -2.625 1.825
H 0.056 -3.935 -0.276
H -0.529 -3.401 -1.988
H -3.141 -3.247 -0.826
H -2.298 -4.930 -0.922
H -1.313 -4.535 1.663
H -3.091 -5.111 1.319
H -2.767 -2.910 3.570
H -0.729 1.223 -0.928
H -0.598 0.200 -4.141
H 0.851 1.138 -3.339
H -0.131 3.039 -4.378
H -1.839 2.268 -4.594
H -2.058 4.323 -3.102
H -2.344 2.840 -1.973
H -0.484 3.357 -0.539
H 0.737 3.519 -2.031
H -2.579 6.118 -1.338
H -1.323 8.844 -0.550
H 1.697 8.401 -0.359
H 2.131 5.467 -1.057
H 1.231 -0.075 -1.023
C 0.981 4.144 2.765
C 0.320 2.849 2.324
N -0.229 1.774 1.959
H 0.345 4.660 3.490
H 1.948 3.931 3.229
H 1.137 4.796 1.901
C 5.108 5.169 4.959
C 3.785 5.751 4.488
N 2.688 6.234 4.097
H 5.796 5.975 5.225
H 4.946 4.535 5.835
H 5.555 4.568 4.162
C -4.779 -7.048 4.315
C -3.554 -6.976 3.418
N -2.537 -6.917 2.674
H -5.535 -6.337 3.971
H -5.201 -8.057 4.290
H -4.502 -6.803 5.344
C 0.751 -5.970 -4.624
C 1.276 -5.635 -3.237
N 1.711 -5.357 -2.087
H 1.359 -5.472 -5.383
H 0.793 -7.051 -4.787
H -0.286 -5.635 -4.721
*
```

***

# 3
The following is a quantum chemistry calculation of C12H18AsCaF9N2O14 as an isolated structure, from the Open Molecules 2025 dataset.

electronic energy: -5443.05981 Eh
F_max: 7.290 eV/A
molar mass: 700.3 g/mol
ΔE to the lowest compared entry with this formula, charge and spin: 98.80 kJ/mol

Geometry as ORCA input:
```
! RIJCOSX wB97M-V def2-TZVPD def2/J DEFGRID3
* xyz -2 1
Ca 0.283 0.024 0.987
As 3.772 -0.595 -1.223
F 3.188 0.579 -2.466
F 4.581 0.897 -0.638
F 4.417 -1.519 0.085
F 3.166 -2.080 -2.050
F 5.282 -0.898 -2.075
F 2.189 -0.316 -0.268
C -2.102 0.808 2.675
O -1.775 0.701 1.207
O -0.884 0.286 3.177
C -2.580 2.312 3.071
F -3.633 2.717 2.389
F -2.810 2.358 4.347
F -1.543 3.260 2.865
C -2.757 1.126 0.275
C -3.795 0.017 0.057
H -3.368 -0.894 0.476
H -4.788 0.361 0.347
H -3.922 -0.327 -0.969
H -2.092 0.962 -0.573
H -3.022 2.182 0.231
H -3.010 0.221 2.815
N 3.252 1.220 2.331
O 2.095 1.434 1.833
O 3.742 0.146 2.304
O 4.136 2.075 2.713
N 1.645 -2.607 3.063
O 0.904 -2.441 3.994
O 2.825 -3.000 3.113
O 1.357 -1.984 2.077
C 3.495 4.372 -1.015
C 2.127 4.315 -1.602
C 1.871 3.624 -2.933
O 0.876 2.589 -2.737
C 0.873 2.390 -1.451
O 0.117 1.622 -0.740
O 1.356 3.403 -0.803
H 3.361 4.580 0.046
H 4.047 5.166 -1.518
H 4.035 3.445 -1.211
H 1.618 5.269 -1.739
H 2.822 3.246 -3.307
H 1.533 4.299 -3.719
C -2.886 -4.514 -2.665
C -3.120 -4.437 -1.148
C -2.346 -5.067 -0.044
O -1.531 -4.010 0.560
C -1.829 -2.888 0.078
O -1.065 -1.867 0.281
O -2.803 -3.089 -0.799
H -1.948 -4.042 -2.956
H -3.630 -3.854 -3.112
H -2.770 -5.569 -2.913
H -4.176 -4.657 -0.991
H -1.692 -5.873 -0.375
H -3.085 -5.478 0.645
*
```

***

# 4
The following is a quantum chemistry calculation of C3H2N2O2S in the gas phase, from the Open Molecules 2025 dataset.

electronic energy: -773.64221 Eh
F_max: 4.504 eV/A
molar mass: 130.1 g/mol
structure (SMILES): Oc1ncoc(=S)n1
ΔE to the lowest compared entry with this formula, charge and spin: 275.65 kJ/mol

Geometry as ORCA input:
```
! RIJCOSX wB97M-V def2-TZVPD def2/J DEFGRID3
* xyz 0 1
O -2.293 -1.471 0.230
C -1.415 -0.459 -0.146
N -1.889 0.797 -0.262
C -0.868 1.708 0.041
O 0.453 1.426 0.204
C 0.921 -0.013 -0.165
S 2.489 -0.446 0.019
N -0.149 -0.873 -0.153
H -1.554 -2.187 0.380
H -1.107 2.789 0.366
*
```

***

# 5
The following is a quantum chemistry calculation of CH2S2 in the gas phase, from the Open Molecules 2025 dataset.

electronic energy: -835.61403 Eh
F_max: 8.155 eV/A
molar mass: 78.2 g/mol
structure (SMILES): S=CS
ΔE to the lowest compared entry with this formula, charge and spin: 88.67 kJ/mol

Geometry as ORCA input:
```
! RIJCOSX wB97M-V def2-TZVPD def2/J DEFGRID3
* xyz 0 1
S 1.818 -0.210 -0.018
C 0.237 0.367 0.100
S -1.237 -0.141 -0.023
H 0.210 1.558 -0.133
H -1.028 -1.574 0.074
*
```

***

# 6
The following is a quantum chemistry calculation of C5H7IN2O in the gas phase, from the Open Molecules 2025 dataset.

electronic energy: -676.96652 Eh
F_max: 3.595 eV/A
molar mass: 238.0 g/mol
structure (SMILES): C=C=[N+]([O-])/C(I)=N/CC
ΔE to the lowest compared entry with this formula, charge and spin: 500.12 kJ/mol

Geometry as ORCA input:
```
! RIJCOSX wB97M-V def2-TZVPD def2/J DEFGRID3
* xyz 0 1
C -2.270 1.155 1.546
C -0.995 1.406 1.561
N 0.280 1.456 1.545
O 1.045 2.216 2.177
C 1.004 0.644 0.569
I 3.072 0.391 1.033
N 0.267 0.332 -0.406
C 0.742 -0.476 -1.545
C 0.269 -1.867 -1.297
H -2.754 1.661 0.718
H -2.945 0.599 2.234
H 0.248 -0.118 -2.400
H 1.824 -0.552 -1.894
H -0.864 -2.000 -1.504
H 0.586 -2.554 -2.110
H 0.491 -2.290 -0.228
*
```

***

# 7
The following is a quantum chemistry calculation of C24H34N4O4S3 in the gas phase, from the Open Molecules 2025 dataset.

electronic energy: -2649.48332 Eh
F_max: 1.149 eV/A
molar mass: 538.8 g/mol
structure (SMILES): CCN(CC)S(=O)(=O)c1ccc(C)c(NC(=S)Nc2cccc(S(=O)(=O)N3CCCCCC3)c2)c1

Geometry as ORCA input:
```
! RIJCOSX wB97M-V def2-TZVPD def2/J DEFGRID3
* xyz 0 1
C -6.331 0.499 -0.675
C -5.273 0.636 0.413
N -4.296 1.646 0.061
C -4.141 2.799 0.915
C -5.309 3.769 0.764
S -2.953 1.063 -0.714
O -3.399 0.231 -1.796
O -2.105 2.175 -1.025
C -2.116 0.008 0.469
C -1.448 0.550 1.550
C -0.804 -0.301 2.432
C -0.739 -1.669 2.203
C 0.027 -2.563 3.125
C -1.356 -2.187 1.055
N -1.196 -3.536 0.725
C -1.138 -4.114 -0.504
S -1.394 -5.741 -0.641
N -0.869 -3.386 -1.622
C -0.319 -2.104 -1.715
C -0.774 -1.218 -2.691
C -0.335 0.093 -2.705
C 0.568 0.538 -1.751
C 1.074 -0.369 -0.840
S 2.269 0.117 0.395
O 2.113 -0.736 1.541
O 2.168 1.534 0.617
N 3.697 -0.340 -0.345
C 4.058 0.401 -1.534
C 4.555 1.827 -1.271
C 6.053 1.942 -0.974
C 6.636 0.831 -0.092
C 5.702 0.333 1.012
C 4.762 -0.775 0.528
C 0.666 -1.685 -0.823
C -2.109 -1.349 0.237
H -6.861 1.438 -0.807
H -5.843 0.239 -1.609
H -7.044 -0.279 -0.411
H -4.759 -0.324 0.545
H -5.734 0.905 1.368
H -4.037 2.496 1.968
H -3.219 3.284 0.591
H -5.127 4.658 1.362
H -5.413 4.059 -0.277
H -6.238 3.312 1.095
H -1.426 1.618 1.685
H -0.296 0.107 3.291
H 0.908 -2.948 2.615
H -0.580 -3.404 3.461
H 0.365 -2.005 3.993
H -1.186 -4.203 1.486
H -1.101 -3.858 -2.486
H -1.516 -1.544 -3.404
H -0.729 0.780 -3.435
H 0.865 1.572 -1.693
H 3.155 0.438 -2.149
H 4.811 -0.180 -2.074
H 3.971 2.228 -0.444
H 4.335 2.439 -2.148
H 6.222 2.908 -0.492
H 6.609 1.951 -1.915
H 6.916 -0.022 -0.715
H 7.556 1.209 0.358
H 5.111 1.153 1.419
H 6.303 -0.082 1.824
H 4.264 -1.238 1.381
H 5.338 -1.544 -0.001
H 1.095 -2.352 -0.094
H -2.661 -1.731 -0.607
*
```